(1)
# C6H5N2O3S3

A 2-piece molecular cluster, C6H5N2O3S3 overall (wB97M-V/def2-TZVPD, OMol25).

The geometry in XYZ format:
```
19
Properties=species:S:1:pos:R:3:forces:R:3
C -0.0424 0.7519 -1.1935 -0.9 0.4 -2.8
C 1.0873 1.5359 0.6572 -0.9 -0.3 -0.5
C 0.2955 1.9672 -1.8578 -1.3 -1.1 2.1
C 1.1792 2.7447 0.0534 0.2 1.4 -0.5
C 0.3022 0.5015 0.0954 1.1 -0.1 0.8
C -0.2259 -3.6197 -2.1073 -0.3 -0.4 0.1
N 0.7385 3.0070 -1.2020 1.4 0.6 0.6
N 0.0927 -0.6810 0.7685 0.3 0.2 -1.0
O -0.2839 -4.4171 -1.2898 0.2 -0.4 0.6
O -0.5903 -0.5200 3.1601 0.6 0.3 0.8
O -2.0892 -2.4641 3.4473 0.3 0.5 -0.4
S -0.2028 -2.6201 -3.2887 0.1 0.7 -0.6
S -1.3547 -1.6214 0.6055 0.8 0.3 0.0
S -1.8729 -1.1412 2.8307 -1.5 -0.6 0.7
H -0.6402 0.0151 -1.7186 0.2 0.0 -0.2
H 1.5178 1.3980 1.5844 0.7 -0.2 2.0
H 0.0330 2.1970 -2.8553 -0.4 -0.4 -1.1
H 1.6362 3.6159 0.5725 -0.3 -0.8 -0.3
H 0.4200 -0.6495 1.7379 -0.4 -0.1 -0.2
```
Positions in Å, forces in eV/Å.

Output
Energy, Eh: -1761.511619
Total charge: -1
Maximum force, eV Å⁻¹: 2.9
ΔE to the lowest compared entry with this formula, charge and spin, eV: 0.000
HOMO energy, eV: -4.0



(2)
# C6H5N3O2S

A 2-piece molecular cluster, C6H5N3O2S overall (wB97M-V/def2-TZVPD, OMol25).

The geometry in XYZ format:
```
17
Properties=species:S:1:pos:R:3:forces:R:3
C -1.7418 -1.4959 -0.6422 -0.5 0.9 -0.2
C -0.8183 -2.3831 -0.0710 -0.7 0.9 0.1
C -1.3907 -0.1272 -0.8493 -0.3 -2.3 0.3
C 0.4167 -1.8522 0.3993 -1.2 -2.3 -0.6
C -0.1148 0.3267 -0.5648 -0.6 -0.7 0.0
C 0.7504 -0.5526 0.0413 1.6 -0.8 1.1
N 0.4811 1.5353 -0.8717 0.3 -1.5 0.0
N 1.7528 1.6631 -0.3947 -0.6 2.1 0.2
N 1.3704 2.5516 1.3926 0.7 -2.1 -2.4
O 0.4809 3.3252 1.2776 -0.9 1.2 1.1
O 1.7859 1.8762 2.2825 -0.3 0.8 1.4
S 2.3309 0.2621 0.1750 -0.3 -1.5 -0.4
H -2.8127 -1.8363 -0.8938 2.0 0.6 0.3
H -1.2036 -3.4214 0.0151 1.0 0.7 0.4
H -2.1403 0.4461 -1.2918 -0.9 1.3 -0.6
H 0.9979 -2.6243 0.9487 0.3 1.3 -0.5
H -0.1448 2.3067 -0.9527 0.5 1.1 -0.1
```
Positions in Å, forces in eV/Å.

Output
Energy, Eh: -944.378731
Maximum force, eV Å⁻¹: 3.3
ΔE to the lowest compared entry with this formula, charge and spin, eV: 3.230
HOMO energy (spin up / spin down), eV: -7.9 / -7.6



(3)
# C6H5N5O2

C6H5N5O2 in the gas phase (wB97M-V/def2-TZVPD, OMol25).

The geometry in XYZ format:
```
18
Properties=species:S:1:pos:R:3:forces:R:3
N -1.5380 -0.9919 -2.4295 -0.5 1.3 1.0
C -0.4974 -0.2230 -1.8491 -1.9 -4.6 1.0
O 0.4983 -0.2279 -2.4700 4.3 1.8 -2.5
C -0.4509 -0.0459 -0.3805 -0.3 1.8 -1.5
C -1.6051 0.1026 0.2522 0.1 0.4 3.9
N -1.3073 0.3558 1.6650 -1.3 0.3 -1.9
C 0.0422 0.5567 1.7410 1.2 -1.7 1.9
N 0.8188 0.4914 2.8651 -2.9 1.4 1.2
N 2.0924 0.6353 2.8123 -1.1 -0.6 -0.1
N 2.6532 0.6034 1.6599 2.1 0.4 -3.0
C 1.9913 0.4269 0.5003 -0.6 -0.1 1.9
O 2.6546 0.2611 -0.6101 0.9 -0.6 -0.6
C 0.6004 0.3609 0.5222 0.6 -0.6 -1.7
H -2.1604 -1.4880 -1.8098 -0.1 0.1 -0.3
H -1.3778 -1.3581 -3.3701 0.1 0.3 0.8
H -2.5264 0.1655 -0.2751 -1.0 -0.1 0.6
H -1.9494 0.5697 2.4220 0.1 -0.2 -0.4
H 2.0614 -0.1946 -1.2460 0.2 0.7 -0.3
```
Positions in Å, forces in eV/Å.

Output
SMILES: NC(=O)c1c[nH]c2nnnc(O)c12
Energy, Eh: -655.840956
Maximum force, eV Å⁻¹: 5.3
ΔE to the lowest compared entry with this formula, charge and spin, eV: 0.000
HOMO energy, eV: -9.3



(4)
# C6H5NO6Tm

C6H5NO6Tm as an isolated structure (wB97M-V/def2-TZVPD, OMol25).

The geometry in XYZ format:
```
19
Properties=species:S:1:pos:R:3:forces:R:3
Tm -0.0833 -0.0004 0.4624 -0.1 0.0 1.9
O -0.6052 3.4440 -0.0664 0.7 -5.0 -0.1
C -0.4400 2.3057 -0.0449 -1.0 6.4 -0.1
C 2.1757 -0.8307 -0.0359 5.5 -1.9 -0.1
O 3.2683 -1.1847 -0.0790 -4.6 1.5 0.1
C -1.8526 -1.5718 0.0015 -5.7 -4.8 -0.5
O -2.7489 -2.3058 -0.0785 4.7 3.9 0.3
C 0.0006 0.0109 -2.0869 0.0 0.0 -6.0
O 0.0092 0.0072 -3.2418 0.0 0.0 5.4
N 1.2051 -0.1248 4.9101 -0.7 -0.6 0.0
C 0.0490 0.8046 4.5327 0.4 0.2 0.9
C -0.2242 0.4648 3.1044 -0.2 -0.9 -1.2
O -1.3183 0.1043 2.5745 2.0 0.8 -0.2
O 0.8912 0.4687 2.4088 -1.1 -0.2 -0.8
H 0.8866 -1.1155 4.8445 0.4 0.6 0.3
H 1.5180 0.0231 5.8747 0.1 0.1 0.1
H 1.9994 -0.0094 4.2618 -0.2 0.1 0.3
H -0.7814 0.7012 5.2481 0.3 -0.1 -0.4
H 0.4612 1.8271 4.5543 -0.3 -0.3 0.1
```
Positions in Å, forces in eV/Å.

Output
Multiplicity: 3
Energy, Eh: -1821.934818
Total charge: +3
Maximum force, eV Å⁻¹: 7.5
HOMO energy (spin up / spin down), eV: -23.3 / -23.3



(5)
# C6H5NOS

C6H5NOS in the gas phase (wB97M-V/def2-TZVPD, OMol25).

The geometry in XYZ format:
```
14
Properties=species:S:1:pos:R:3:forces:R:3
C -1.2889 -1.4198 -1.1456 -2.6 1.8 -0.7
C -1.0006 -0.4298 -0.0637 6.3 1.1 -0.7
C -1.5729 0.1060 1.0015 -1.8 -0.9 -1.1
S -0.7395 1.1753 2.0663 1.2 0.2 -0.4
C 0.7742 1.0416 1.0843 -2.2 -0.5 0.5
N 1.9736 1.6629 1.1458 1.6 -0.4 -1.3
C 2.5971 1.1593 0.0961 -0.5 0.2 0.6
O 1.8369 0.2677 -0.6177 1.5 -0.1 -1.1
C 0.6951 0.1968 0.0206 -5.7 -0.6 1.7
H -2.3205 -1.1207 -1.6470 2.0 -0.8 0.9
H -0.5283 -1.3701 -1.9187 0.0 -0.1 0.1
H -1.3734 -2.4018 -0.7327 0.0 -0.7 0.1
H -2.6574 -0.1511 1.0171 0.8 0.6 1.0
H 3.6045 1.2836 -0.3063 -0.5 0.2 0.5
```
Positions in Å, forces in eV/Å.

Output
SMILES: Cc1csc2ncoc12
Energy, Eh: -759.725566
Maximum force, eV Å⁻¹: 6.4
ΔE to the lowest compared entry with this formula, charge and spin, eV: 1.127
HOMO energy, eV: -8.6



(6)
# C6H5NS

C6H5NS in the gas phase (wB97M-V/def2-TZVPD, OMol25).

The geometry in XYZ format:
```
13
Properties=species:S:1:pos:R:3:forces:R:3
N -0.5295 -0.3609 -2.6631 0.5 0.6 3.9
C -0.3816 -0.1821 -1.5018 -0.7 -0.5 -3.5
C -0.1712 -0.0463 -0.0411 0.5 -1.6 -1.4
S -1.5911 -0.5251 0.9153 -1.8 -2.3 -1.4
C 0.1598 1.3492 0.3455 -1.1 1.3 0.0
C 1.4516 1.3481 0.6510 -0.6 3.6 1.8
C 2.0279 0.0696 0.6500 2.0 -2.1 -1.0
C 1.1428 -0.8743 0.2035 1.5 -0.5 -0.4
H -2.0703 -1.5729 -0.0292 0.9 1.8 1.8
H -0.6122 2.1966 0.4701 1.5 -1.7 -0.5
H 1.9010 2.2762 1.0752 0.1 -1.0 -0.6
H 3.1413 0.0408 0.8213 -1.4 -0.8 -0.1
H 1.4292 -1.9977 -0.1831 -1.2 3.2 1.2
```
Positions in Å, forces in eV/Å.

Output
SMILES: N#CC1(S)C=CC=C1
Energy, Eh: -684.472362
Maximum force, eV Å⁻¹: 4.1
ΔE to the lowest compared entry with this formula, charge and spin, eV: 1.605
HOMO energy, eV: -9.2



(7)
# C6H5O6V

C6H5O6V as an isolated structure (wB97M-V/def2-TZVPD, OMol25).

The geometry in XYZ format:
```
18
Properties=species:S:1:pos:R:3:forces:R:3
O 3.1402 -0.2507 0.2686 -3.1 1.3 0.4
C 2.0937 0.2151 0.5279 8.5 -3.4 -0.8
V 0.5969 0.9483 0.9810 -8.3 0.2 -3.8
C 0.3023 0.1987 2.6482 0.2 -3.3 6.7
O 0.1433 -0.3040 3.6911 0.3 1.9 -3.9
C 0.8409 -0.9468 -2.6721 -0.8 0.3 0.8
O 0.5187 0.1719 -2.2054 0.8 -1.0 0.0
C 1.0928 -1.9867 -1.7337 -0.4 1.4 3.9
O 0.9675 -2.2762 -0.5954 0.4 -0.7 -2.6
C 1.1177 2.7032 1.3645 3.3 7.2 1.6
O 1.4620 3.8030 1.5819 -1.7 -4.6 -0.9
H 0.8995 -1.2501 -3.6660 0.2 0.1 -1.9
C -2.5035 0.0898 -0.0208 0.0 0.0 -0.1
O -1.2067 -0.4716 0.2405 1.3 0.2 0.3
H -2.5084 0.5883 -1.0025 -0.1 -0.2 0.4
H -2.6631 0.8182 0.7868 -0.3 -0.3 -0.3
H -3.2263 -0.7304 0.0200 -0.1 0.5 0.0
H -1.0676 -1.3199 -0.2147 -0.1 0.5 0.2
```
Positions in Å, forces in eV/Å.

Output
Multiplicity: 4
Energy, Eh: -1626.635163
Total charge: +1
Maximum force, eV Å⁻¹: 9.3
ΔE to the lowest compared entry with this formula, charge and spin, eV: 1.531
HOMO energy (spin up / spin down), eV: -12.6 / -12.8



(8)
# C6H5P

C6H5P in the gas phase (wB97M-V/def2-TZVPD, OMol25).

The geometry in XYZ format:
```
12
Properties=species:S:1:pos:R:3:forces:R:3
C -1.8591 0.2680 -0.1023 1.8 -0.4 0.1
C -0.7363 1.3573 -0.1473 -1.3 0.3 0.2
C -0.8993 -0.8826 -0.1381 -0.7 -3.1 0.0
C 0.4205 -0.9792 0.1889 -0.6 1.1 -1.5
C 0.6089 1.4415 0.0028 -2.6 -0.6 0.4
C 1.3783 0.1545 0.2819 0.4 1.4 -1.5
P -3.5793 -0.2930 -0.0650 3.3 1.9 -0.1
H -1.4352 -1.8557 -0.4393 1.1 1.2 0.7
H 1.0220 -1.8473 0.0800 -0.5 -1.4 0.1
H 1.9351 0.0499 1.2543 -0.1 0.6 -1.1
H 2.0829 0.1744 -0.7010 -1.0 -0.7 2.5
H 1.0614 2.4121 -0.2148 0.2 -0.4 0.3
```
Positions in Å, forces in eV/Å.

Output
Energy, Eh: -572.728801
Maximum force, eV Å⁻¹: 3.9
ΔE to the lowest compared entry with this formula, charge and spin, eV: 3.017
HOMO energy (spin up / spin down), eV: -7.9 / -8.4



- What is the energy in the eighth record?
  -572.728801 Eh



- The highest energy belongs to which entry?
  C6H5P



- Which formula does entry 3 have?
  C6H5N5O2